83
Properties=species:S:1:pos:R:3:forces:R:3 method="wB97M-V/def2-TZVPD" molar_mass_g_mol=775.188 spin_multiplicity=1 orbital_gap_ha=0.2585 e_above_lowest_kcal_mol=16.25
Cd -0.7207 0.0570 -0.5276 -0.225 1.022 -0.693
S 0.5857 -0.8484 1.8453 0.281 0.122 0.477
O -3.0058 -6.4409 1.0534 -0.179 -0.095 -0.176
O -0.8416 -0.5850 1.9852 0.069 -0.064 0.001
O 0.9873 -2.1676 1.4325 0.137 -0.133 0.136
O -1.1984 -7.0007 -0.2107 -0.179 -0.120 -0.161
N 0.6699 -1.2143 -2.1518 0.211 -0.273 -0.018
N -1.4591 0.6021 -2.9547 -0.158 -0.119 -0.151
N 1.0591 0.2756 0.8049 -0.045 -0.375 0.852
N -1.9791 2.8529 -1.5973 -0.066 0.456 0.093
N 1.4063 1.9847 -1.1879 -0.012 0.071 -0.246
N -0.8535 2.3974 0.8686 -0.330 0.223 -0.097
N -1.3048 -2.0759 -0.5773 -0.095 -0.448 0.031
N -3.0508 -0.1147 -0.0166 -0.172 -0.170 0.266
C 2.7984 -2.8124 -2.9074 -0.043 0.091 -0.045
C 2.0111 -0.3383 6.1182 0.051 -0.051 0.019
C 2.2509 -1.5248 5.4403 0.006 0.033 0.005
C -2.3579 -2.4163 0.1674 0.170 -0.262 -0.006
C -0.4452 -3.0047 -0.9984 -0.207 -0.173 0.171
C 0.7100 -2.5021 -1.7789 0.149 0.085 -0.262
C 2.5271 1.4632 -0.6237 0.235 0.070 0.051
C 3.4987 -0.0770 0.9684 -0.521 0.030 -0.108
C -0.6437 -4.3459 -0.7151 0.109 0.119 0.007
C -1.5700 3.6571 0.6237 0.135 0.023 -0.085
C -2.1275 2.9162 -3.0272 -0.012 -0.045 0.002
C 3.9262 2.8183 -2.0484 -0.056 0.006 -0.031
C -1.7297 -4.7185 0.0586 -0.379 -0.480 -0.380
C -2.5188 1.5059 -3.4334 -0.042 0.122 -0.098
C 1.3798 0.7211 5.4790 -0.019 0.045 -0.037
C 0.9882 0.5970 4.1564 0.012 0.096 -0.054
C -3.2308 -1.2953 0.5958 -0.253 0.140 -0.043
C -1.4994 4.0028 -0.8645 -0.021 -0.074 0.185
C -4.9967 -0.3923 1.9310 0.014 0.026 -0.021
C -3.8500 0.9046 0.3014 -0.040 0.003 0.027
C 1.7725 -3.3276 -2.1391 0.004 -0.036 0.058
C 1.6460 -0.7370 -2.9210 0.109 -0.099 0.051
C 2.3607 0.5006 0.4266 0.362 -0.209 0.008
C 1.8532 -1.6591 4.1180 0.033 0.000 -0.095
C -4.8400 0.8131 1.2626 -0.019 -0.037 0.020
C 4.9595 1.2524 -0.4253 0.140 -0.129 0.128
C -2.5995 -3.7385 0.5068 0.008 0.185 0.085
C 1.2319 -0.5924 3.4885 0.058 -0.079 -0.320
C 2.7892 3.3355 -2.6037 0.143 0.034 -0.014
C 2.7308 -1.4909 -3.3262 0.009 -0.007 -0.009
C -2.0329 -6.2480 0.3121 0.593 0.567 0.549
C 1.5437 2.8790 -2.1371 0.002 -0.105 -0.003
C 3.8320 1.8444 -1.0303 -0.299 -0.018 -0.026
C -4.1950 -1.4618 1.5848 0.043 -0.053 -0.023
C 4.7796 0.3018 0.5432 0.135 0.142 -0.134
H 4.9072 3.1425 -2.3751 -0.007 0.004 -0.025
H -1.7239 -0.3675 -3.0800 0.039 -0.076 -0.041
H -0.4620 4.2758 -1.1146 -0.108 0.097 -0.014
H 0.4903 1.4100 3.6427 -0.007 0.005 0.037
H 2.8316 4.0830 -3.3841 -0.001 0.000 -0.003
H 1.7998 -4.3555 -1.8099 -0.020 0.009 0.013
H 5.9524 1.5552 -0.7328 -0.013 -0.006 -0.029
H 3.5033 -1.0519 -3.9420 -0.013 0.011 -0.004
H 3.6376 -3.4335 -3.1910 -0.008 -0.024 0.027
H 3.3864 -0.8414 1.7223 0.065 -0.041 0.077
H -3.4433 -4.0532 1.1057 -0.008 -0.051 -0.069
H 2.7400 -2.3515 5.9378 -0.016 0.007 0.025
H -1.1700 4.4947 1.2064 -0.042 -0.024 0.034
H 0.1482 2.5306 0.8053 0.023 -0.112 -0.035
H 1.5517 0.2992 -3.2208 0.085 0.089 0.032
H 0.6270 3.2697 -2.5711 0.123 -0.040 0.007
H 0.0019 -5.1394 -1.0660 -0.022 0.003 -0.013
H -2.6132 3.5124 0.9061 -0.001 0.037 0.015
H -1.0563 2.0264 1.7894 -0.023 -0.090 -0.015
H -0.6121 0.7499 -3.4935 0.004 -0.097 -0.016
H -2.1334 4.8659 -1.0796 0.004 0.018 0.040
H 2.3158 -0.2379 7.1519 -0.010 0.000 0.000
H -2.8945 3.6421 -3.3055 -0.006 -0.046 -0.033
H -3.6667 1.8203 -0.2456 0.035 0.046 0.003
H -3.4424 1.2406 -2.9178 0.005 -0.043 -0.039
H -4.2933 -2.4102 2.0914 -0.005 0.004 -0.014
H -1.1957 3.1864 -3.5560 -0.088 0.133 -0.056
H -5.4647 1.6650 1.4933 0.027 0.024 -0.039
H -2.6928 1.4516 -4.5134 0.094 -0.121 0.052
H 1.1807 1.6393 6.0157 0.031 0.009 -0.006
H -5.7338 -0.4971 2.7166 -0.015 -0.009 -0.023
H 1.9976 -2.5797 3.5676 0.030 0.004 0.044
H 5.6390 -0.1738 0.9991 -0.001 0.020 0.001
H -1.3588 2.0799 -1.4217 0.004 0.208 0.183